[1]
{
  "formula": "C45H45Cl3CsIN12O2S5",
  "method": "wB97M-V/def2-TZVPD",
  "total_charge": -2,
  "orbital_gap_ev": 3.26,
  "symbols": ["Cs", "C", "C", "C", "C", "N", "C", "C", "C", "C", "C", "C", "N", "H", "H", "H", "H", "H", "H", "H", "H", "O", "C", "S", "C", "C", "S", "S", "S", "C", "N", "C", "C", "N", "N", "C", "C", "H", "H", "H", "H", "H", "H", "H", "H", "H", "H", "H", "H", "H", "Cl", "C", "C", "C", "C", "C", "C", "N", "C", "C", "N", "C", "O", "C", "C", "C", "Cl", "S", "C", "C", "C", "Cl", "C", "H", "H", "H", "H", "H", "H", "H", "H", "H", "H", "H", "H", "H", "C", "C", "N", "C", "C", "N", "C", "N", "N", "N", "C", "C", "C", "C", "C", "C", "H", "H", "H", "H", "H", "H", "H", "H", "H", "H", "H", "I"],
  "coordinates": [[0.67645, 0.15615, -0.39425], [2.24768, -3.82553, -2.97652], [3.48468, -4.11189, -2.42917], [3.65388, -3.99256, -1.05923], [2.56561, -3.60453, -0.28993], [1.36590, -3.35453, -0.80891], [1.22352, -3.44250, -2.12298], [2.66548, -3.39220, 1.18321], [3.36046, -4.27600, 2.00079], [3.37568, -4.04630, 3.36722], [2.69299, -2.95164, 3.86725], [2.02936, -2.12380, 2.97071], [2.01985, -2.32593, 1.65950], [2.08538, -3.85277, -4.04608], [4.32020, -4.37902, -3.06318], [4.61969, -4.15049, -0.59824], [0.24696, -3.18258, -2.51265], [3.85775, -5.13484, 1.56940], [3.89945, -4.72254, 4.03203], [2.66024, -2.73820, 4.92709], [1.47029, -1.26664, 3.32455], [-6.98378, 1.94759, 1.49989], [-5.80566, 2.25622, 1.43936], [-4.83581, 2.77575, 2.80716], [-3.27441, 2.98561, 1.98738], [-3.27903, 2.76557, 0.65108], [-2.02263, 2.96226, -0.54189], [-4.84162, 2.25537, -0.02397], [-1.97605, 3.47560, 3.05383], [3.84980, 0.55900, 2.19618], [4.24831, 1.90313, 1.83946], [5.42052, 1.93872, 0.98052], [3.22455, 2.81418, 1.63040], [2.00335, 2.45899, 1.69724], [3.68193, 4.12086, 1.34440], [2.67782, 5.02641, 0.81875], [4.48532, 4.73157, 2.38887], [4.67813, 0.06652, 2.71259], [3.59337, -0.03656, 1.31173], [2.98296, 0.60037, 2.84837], [5.27726, 1.30479, 0.09648], [6.28976, 1.57260, 1.53438], [5.61329, 2.95290, 0.64478], [1.35700, 3.23734, 1.61029], [1.98493, 5.39185, 1.58974], [2.09574, 4.53268, 0.04321], [3.18277, 5.88741, 0.37716], [5.21659, 4.01950, 2.76425], [3.86516, 5.06986, 3.23228], [5.01370, 5.59808, 1.98441], [0.44187, -7.66523, -3.02666], [-0.24480, -6.43974, -4.04458], [-1.19098, -5.56905, -3.53079], [-1.72577, -4.60004, -4.36029], [-1.35242, -4.48833, -5.69851], [-2.02174, -3.46236, -6.58782], [-1.43262, -2.05699, -6.43034], [-1.59828, -1.50954, -5.10460], [-2.77592, -1.15846, -4.47475], [-2.41411, -0.66980, -3.25600], [-1.04753, -0.69001, -3.12613], [-0.59112, -1.18860, -4.24244], [-3.41624, -3.36502, -6.33498], [-4.13888, -4.55670, -6.61730], [-4.54407, -5.26136, -5.35638], [-4.45144, -6.59782, -5.13012], [-3.81723, -7.77961, -6.21009], [-4.96013, -7.05466, -3.55762], [-5.32971, -5.42453, -3.17560], [-5.06828, -4.58699, -4.21060], [-0.36958, -5.35539, -6.15800], [0.21183, -5.24650, -7.80303], [0.18876, -6.33500, -5.35249], [-1.48976, -5.63745, -2.49458], [-2.45150, -3.90162, -3.96534], [-1.89017, -3.75469, -7.63583], [-1.89225, -1.40232, -7.17395], [-0.36084, -2.10187, -6.62899], [-3.73014, -1.28965, -4.94996], [-3.04146, -0.25734, -2.48243], [0.45457, -1.31653, -4.48644], [-3.54678, -5.22641, -7.24783], [-5.02868, -4.26653, -7.18332], [-5.70795, -5.17248, -2.19882], [-5.20096, -3.51640, -4.16465], [0.94766, -6.99853, -5.74002], [-2.62242, -0.16267, 3.04732], [-1.92053, -1.11803, 3.93955], [-1.18943, -2.14501, 3.57507], [-0.80394, -2.76702, 4.74071], [-1.30143, -2.11272, 5.82231], [-2.00293, -1.04299, 5.30339], [-2.69596, -0.04031, 6.07717], [-1.84355, 0.50406, 7.10565], [-1.86273, -0.03761, 8.33862], [-0.97272, 0.52255, 9.07331], [-0.32180, 1.46729, 8.30885], [0.72203, 2.34643, 8.62924], [1.15725, 3.18126, 7.62951], [0.57889, 3.15979, 6.33685], [-0.44499, 2.30589, 6.00349], [-0.87592, 1.46231, 7.03249], [-2.58812, -0.53310, 2.02637], [-2.17488, 0.83917, 3.05928], [-3.67075, -0.05605, 3.32804], [-0.19002, -3.65273, 4.72607], [-1.20905, -2.26737, 6.88298], [-3.55700, -0.46589, 6.59313], [-3.01969, 0.75622, 5.40631], [1.15516, 2.35863, 9.62035], [1.96210, 3.87777, 7.82912], [0.94219, 3.84055, 5.57832], [-0.89022, 2.32640, 5.00987], [3.45319, -0.23017, -2.50416]],
  "atomic_forces_ev_per_a": [[-0.5, 0.2, 0.4], [0.0, 0.0, 0.0], [0.0, 0.0, 0.0], [0.0, -0.1, 0.0], [0.0, 0.1, 0.1], [-0.1, 0.2, -0.1], [0.1, -0.2, -0.1], [0.0, 0.0, -0.1], [0.0, 0.0, 0.0], [0.0, 0.0, 0.0], [0.0, 0.0, 0.0], [0.0, 0.0, 0.0], [0.0, 0.0, 0.0], [0.0, 0.0, 0.0], [0.0, 0.0, 0.0], [0.0, 0.0, 0.0], [0.0, 0.0, 0.0], [0.0, 0.0, 0.0], [0.0, 0.0, 0.0], [0.0, 0.0, 0.0], [0.0, 0.0, 0.0], [-0.1, 0.0, 0.0], [0.0, 0.0, 0.0], [0.0, -0.1, 0.1], [0.1, 0.1, 0.1], [0.1, 0.1, 0.0], [0.1, -0.3, 0.1], [0.0, 0.0, -0.1], [0.0, -0.1, 0.0], [0.0, 0.0, 0.0], [0.1, 0.1, 0.2], [0.0, 0.0, -0.1], [-0.1, 0.2, -0.2], [0.0, -0.3, -0.2], [-0.1, 0.0, 0.0], [0.0, 0.0, 0.0], [0.1, 0.0, 0.0], [0.0, 0.0, 0.0], [0.0, 0.0, 0.0], [0.0, 0.0, 0.0], [0.0, 0.0, 0.0], [0.0, 0.0, 0.0], [0.0, 0.0, 0.0], [-0.2, -0.1, 0.2], [0.0, 0.0, 0.0], [0.0, 0.0, 0.0], [0.0, 0.0, 0.0], [0.0, 0.0, 0.0], [0.0, 0.0, 0.0], [0.0, 0.0, 0.0], [0.0, 0.0, 0.0], [0.0, 0.0, 0.0], [0.0, 0.0, 0.0], [0.1, 0.1, 0.0], [0.0, 0.0, 0.0], [0.0, 0.1, 0.0], [-0.1, -0.1, 0.1], [0.1, 0.1, -0.1], [0.0, -0.1, 0.0], [0.0, 0.1, 0.0], [0.1, -0.1, 0.1], [0.0, 0.0, 0.0], [0.0, 0.0, -0.1], [0.0, 0.0, 0.0], [-0.1, 0.0, 0.0], [0.1, 0.0, 0.0], [0.0, 0.0, 0.0], [0.0, 0.0, 0.0], [0.0, 0.0, 0.0], [0.0, -0.1, 0.0], [0.0, 0.0, 0.0], [0.0, 0.0, 0.0], [0.0, 0.0, 0.0], [0.0, 0.0, 0.0], [0.0, 0.0, 0.0], [0.1, 0.0, 0.1], [0.0, 0.0, 0.0], [0.0, 0.0, -0.1], [0.0, 0.0, 0.0], [0.0, 0.0, 0.0], [0.0, 0.0, 0.0], [0.0, 0.0, 0.0], [0.0, 0.0, 0.0], [0.0, 0.0, 0.0], [0.0, 0.0, 0.0], [0.0, 0.0, 0.0], [0.1, 0.0, -0.2], [0.0, 0.1, 0.0], [-0.1, -0.1, 0.0], [0.0, 0.0, 0.0], [0.1, 0.1, 0.0], [-0.1, -0.1, 0.0], [0.0, 0.0, 0.0], [0.0, 0.1, 0.1], [0.0, 0.0, 0.1], [0.0, 0.0, -0.1], [0.0, 0.0, 0.1], [0.0, 0.0, 0.0], [0.0, 0.0, -0.1], [0.0, 0.0, 0.0], [0.1, 0.1, 0.0], [0.0, -0.1, -0.1], [0.1, 0.0, 0.0], [0.0, 0.0, 0.0], [0.0, 0.0, 0.0], [0.0, 0.0, 0.0], [0.0, 0.0, 0.0], [0.0, 0.0, 0.0], [0.0, 0.0, 0.0], [0.0, 0.0, 0.0], [0.0, 0.0, 0.0], [0.0, 0.0, 0.0], [-0.1, 0.0, 0.0], [0.4, 0.0, -0.3]]
}



[2]
{
  "formula": "C45H45InN3O3P2S3Sb",
  "method": "wB97M-V/def2-TZVPD",
  "orbital_gap_ev": 7.22,
  "symbols": ["In", "O", "C", "C", "C", "C", "C", "C", "C", "O", "N", "N", "C", "C", "C", "C", "C", "C", "C", "O", "H", "H", "H", "H", "H", "H", "H", "H", "H", "H", "S", "C", "N", "C", "C", "C", "C", "C", "C", "S", "H", "H", "H", "H", "C", "P", "C", "C", "C", "P", "C", "C", "H", "H", "H", "H", "H", "H", "H", "H", "H", "H", "H", "H", "H", "H", "H", "H", "S", "Sb", "C", "C", "C", "C", "C", "C", "C", "C", "C", "C", "C", "C", "C", "C", "C", "C", "C", "C", "H", "H", "H", "H", "H", "H", "H", "H", "H", "H", "H", "H", "H", "H", "H"],
  "coordinates": [[0.11581, -0.70684, -0.57640], [-3.36004, 3.34900, -1.11943], [-2.24739, 4.09390, -1.14488], [-2.37244, 5.46827, -0.93829], [-1.26481, 6.29114, -0.99506], [0.00103, 5.76230, -1.23615], [0.13963, 4.39643, -1.39517], [-0.96746, 3.54573, -1.35254], [-0.74038, 2.08115, -1.45978], [0.41528, 1.62734, -1.10596], [-1.75855, 1.36340, -1.86325], [-1.51111, 0.00399, -1.87879], [-2.35760, -0.71173, -2.53286], [-2.23182, -2.10480, -2.84180], [-3.15852, -2.63910, -3.76037], [-3.00792, -3.89003, -4.30043], [-1.87106, -4.63657, -3.95362], [-0.97280, -4.16106, -3.03124], [-1.15804, -2.91612, -2.37962], [-0.35257, -2.59794, -1.41420], [-3.09371, 2.44233, -1.41165], [-3.35990, 5.86663, -0.73853], [-1.38767, 7.35882, -0.85580], [0.86752, 6.40893, -1.29528], [1.11311, 3.95861, -1.57755], [-3.18950, -0.17261, -2.98625], [-4.00221, -2.01956, -4.04925], [-3.73120, -4.28002, -5.00425], [-1.69723, -5.59779, -4.42333], [-0.08625, -4.72706, -2.77009], [2.50012, -1.36655, -0.08865], [2.49190, -1.65580, -1.79104], [1.59592, -1.11512, -2.55972], [1.66549, -1.58706, -3.85814], [0.79786, -1.25029, -4.89477], [1.00643, -1.80702, -6.14160], [2.06438, -2.69204, -6.36757], [2.92010, -3.05497, -5.34121], [2.70454, -2.50053, -4.08571], [3.57150, -2.76708, -2.59555], [-0.02409, -0.57286, -4.69834], [0.34143, -1.55903, -6.95929], [2.22162, -3.10055, -7.35790], [3.72654, -3.75786, -5.50745], [-2.33769, -2.48081, 2.30867], [-0.56007, -2.83682, 1.97052], [0.27235, -1.89669, 3.34857], [-0.45391, -4.51788, 2.78891], [-1.25069, -5.68633, 2.16835], [-1.32162, -5.64414, 0.32080], [0.47247, -5.88147, -0.03388], [-1.90219, -7.37737, 0.03970], [-2.59297, -2.69609, 3.34871], [-2.95283, -3.08624, 1.64194], [-2.53865, -1.43004, 2.10382], [0.63234, -2.58597, 4.11451], [-0.40881, -1.17699, 3.79758], [1.12746, -1.34826, 2.95285], [-0.76802, -4.37574, 3.82558], [0.61003, -4.76551, 2.79123], [-2.28705, -5.64264, 2.51388], [-0.83091, -6.63914, 2.50293], [0.90455, -6.64273, 0.62147], [0.99405, -4.93123, 0.09824], [0.60543, -6.19001, -1.07123], [-1.25338, -8.11319, 0.52217], [-1.92882, -7.56736, -1.03391], [-2.91705, -7.48836, 0.42540], [-0.89676, 0.60728, 1.40574], [0.47286, 2.49702, 1.49172], [1.33227, 2.10453, 3.40608], [0.55474, 2.23544, 4.55406], [1.07760, 1.88743, 5.79156], [2.37162, 1.39138, 5.88568], [3.14973, 1.26126, 4.74420], [2.63301, 1.62038, 3.50559], [2.27302, 3.13765, 0.54749], [2.97674, 2.24897, -0.25250], [4.24875, 2.59260, -0.69107], [4.80234, 3.81622, -0.33953], [4.08088, 4.70609, 0.44487], [2.81604, 4.36611, 0.90377], [-0.90676, 4.03461, 2.01016], [-2.17080, 3.62376, 2.42185], [-3.08071, 4.55949, 2.89285], [-2.73370, 5.90309, 2.94583], [-1.47798, 6.31201, 2.52123], [-0.56128, 5.38057, 2.05282], [-0.45967, 2.61180, 4.48214], [0.47438, 2.00677, 6.68357], [2.77375, 1.10494, 6.84953], [4.16160, 0.88173, 4.81441], [3.24900, 1.51791, 2.61874], [2.54012, 1.30382, -0.54334], [4.80423, 1.89589, -1.30650], [5.80118, 4.07091, -0.67091], [4.50398, 5.66744, 0.70904], [2.27718, 5.05679, 1.53704], [-2.44674, 2.57781, 2.36421], [-4.06297, 4.23668, 3.21507], [-3.44493, 6.63086, 3.31666], [-1.21073, 7.36146, 2.54370], [0.40804, 5.72029, 1.71618]],
  "atomic_forces_ev_per_a": [[0.1, 0.2, -0.4], [0.0, -0.1, 0.0], [0.1, 0.1, 0.0], [-0.1, 0.0, 0.0], [0.0, 0.0, 0.0], [0.0, 0.0, 0.0], [-0.1, 0.1, -0.2], [0.0, 0.0, 0.0], [0.0, -0.2, -0.2], [-0.4, -0.3, -0.1], [-0.1, 0.2, 0.0], [0.0, 0.0, 0.2], [0.0, 0.2, -0.1], [0.1, -0.2, 0.1], [0.0, 0.1, 0.0], [0.0, -0.1, -0.1], [0.0, 0.1, 0.0], [0.0, -0.1, 0.0], [-0.1, -0.1, 0.0], [-0.1, 0.1, 0.2], [0.0, 0.0, 0.0], [0.0, 0.0, 0.0], [0.0, 0.0, 0.0], [0.0, 0.0, 0.0], [-0.1, 0.0, 0.0], [0.0, 0.0, 0.0], [0.0, 0.0, 0.0], [0.0, 0.0, 0.0], [0.0, 0.0, 0.0], [-0.1, 0.0, 0.1], [-0.1, 0.0, 0.3], [0.2, 0.0, -0.4], [0.0, 0.1, 0.1], [0.1, -0.1, -0.1], [0.0, 0.0, 0.1], [0.0, 0.0, 0.0], [0.1, 0.0, 0.0], [0.0, 0.0, 0.0], [0.0, 0.1, 0.1], [-0.1, 0.0, 0.0], [0.0, 0.0, 0.0], [0.0, 0.0, 0.0], [0.0, 0.0, 0.0], [0.0, 0.0, 0.0], [0.2, 0.0, 0.0], [-0.2, 0.0, 0.4], [0.0, -0.2, -0.2], [-0.1, -0.2, -0.4], [0.0, 0.4, 0.0], [0.1, -0.1, -0.1], [-0.1, 0.1, 0.0], [0.0, 0.2, 0.0], [-0.1, 0.0, 0.0], [0.0, 0.0, 0.0], [-0.1, 0.0, 0.0], [0.0, 0.0, 0.0], [0.0, 0.0, 0.0], [0.0, 0.0, 0.0], [0.1, 0.0, 0.1], [0.0, 0.0, 0.1], [0.0, 0.0, 0.0], [0.0, 0.0, 0.0], [0.0, 0.0, 0.0], [0.0, 0.0, 0.0], [0.0, 0.0, 0.0], [0.0, 0.0, 0.0], [0.0, 0.0, 0.0], [0.0, 0.0, 0.0], [0.2, -0.2, -0.2], [0.2, 0.1, 0.6], [0.0, 0.1, -0.1], [0.1, 0.0, -0.1], [0.0, 0.0, 0.0], [0.0, 0.0, 0.0], [0.0, 0.0, 0.0], [0.0, 0.0, 0.0], [-0.2, -0.3, 0.2], [0.1, 0.0, 0.0], [0.0, 0.0, 0.0], [0.0, 0.0, 0.0], [0.0, 0.1, 0.0], [0.0, -0.1, 0.1], [0.2, -0.1, -0.2], [0.0, 0.0, -0.1], [0.0, 0.0, 0.0], [0.0, 0.0, 0.0], [0.0, 0.0, 0.0], [0.0, 0.0, 0.1], [0.0, 0.0, 0.0], [0.0, 0.0, 0.0], [0.0, 0.0, 0.0], [0.0, 0.0, 0.0], [0.0, 0.0, 0.0], [0.2, 0.1, 0.0], [0.0, 0.0, 0.0], [0.0, 0.0, 0.0], [0.0, 0.0, 0.0], [0.0, 0.0, 0.0], [0.0, 0.0, 0.0], [0.0, 0.0, 0.0], [0.0, 0.0, 0.0], [0.0, 0.0, 0.0], [-0.1, 0.0, 0.0]]
}